Molecular formula: C19H47BBr2O12P3
Method: DFT, the ωB97M-V functional and the def2-TZVPD basis

The value obtained for the orbital gap is 3.3 eV. Its charge is -1. As for the HOMO energy: -4.90 eV.

Cartesian coordinates (Å):
C1 4.906 -4.616 2.033
C2 3.539 -3.836 2.598
B1 3.176 -2.471 1.739
C3 1.694 -1.832 2.059
C4 0.515 -2.928 2.365
C5 -1.013 -2.409 2.079
C6 -1.366 -1.101 3.054
C7 -1.332 -2.109 0.478
C8 4.314 -1.271 2.017
Br1 5.627 -1.405 3.572
C9 4.430 -0.037 1.148
C10 5.517 1.186 1.435
Br2 3.240 0.260 -0.482
H1 4.521 -5.499 1.329
H2 5.630 -3.906 1.450
H3 5.393 -5.152 2.964
H4 2.686 -4.669 2.545
H5 3.635 -3.582 3.758
H6 3.226 -2.791 0.587
H7 1.819 -1.186 3.052
H8 1.283 -1.099 1.239
H9 0.707 -3.949 1.783
H10 0.575 -3.217 3.520
H11 -1.743 -3.270 2.463
H12 -2.438 -0.726 2.729
H13 -1.490 -1.479 4.174
H14 -0.567 -0.250 2.960
H15 -1.158 -3.066 -0.183
H16 -0.652 -1.243 0.062
H17 -2.463 -1.732 0.427
H18 6.509 1.089 0.819
H19 5.745 1.358 2.571
H20 4.989 2.181 1.041
C11 -5.209 0.491 -1.173
O1 -6.410 -0.164 -0.775
P1 -6.396 -1.884 -0.592
O2 -4.895 -1.948 -0.903
O3 -7.273 -2.018 -1.999
C12 -7.807 -0.876 -2.654
O4 -6.383 -3.604 -0.409
C13 -5.959 -4.341 -1.559
H21 -5.410 1.568 -1.280
H22 -4.434 0.366 -0.408
H23 -4.862 0.112 -2.138
H24 -7.005 -0.281 -3.107
H25 -8.409 -0.265 -1.968
H26 -8.461 -1.202 -3.466
H27 -4.941 -4.076 -1.856
H28 -6.643 -4.187 -2.401
H29 -5.974 -5.405 -1.309
C14 1.351 1.893 -3.015
O5 0.316 1.686 -3.972
P2 0.652 0.708 -5.359
O6 2.065 0.395 -4.849
O7 0.679 2.084 -6.293
C15 0.294 3.347 -5.769
O8 0.988 -0.269 -6.747
C16 2.104 0.151 -7.538
H30 0.978 2.567 -2.228
H31 1.631 0.944 -2.542
H32 2.221 2.363 -3.480
H33 1.043 3.712 -5.055
H34 -0.700 3.303 -5.306
H35 0.248 4.074 -6.583
H36 3.031 0.155 -6.958
H37 1.931 1.142 -7.970
H38 2.222 -0.555 -8.363
C17 1.971 2.995 1.305
O9 0.637 3.160 1.776
P3 0.280 4.505 2.805
O10 1.715 5.035 2.681
O11 0.170 3.461 4.094
C18 0.207 2.052 3.915
O12 -0.077 5.850 3.833
C19 0.716 5.943 5.020
H39 2.024 2.074 0.705
H40 2.256 3.835 0.661
H41 2.668 2.898 2.142
H42 1.214 1.726 3.625
H43 -0.539 1.721 3.181
H44 -0.025 1.564 4.865
H45 1.781 6.034 4.788
H46 0.551 5.080 5.674
H47 0.410 6.838 5.566